Record 1
Formula: C10H12ClFNO
Source: OMol25
Level of theory: the ωB97M-V functional and the def2-TZVPD basis

Output
**Molecular weight**: 216.663 g mol⁻¹
**⟨S²⟩**: 2.0311
**Energy above the lowest of the compared OMol25 structures with the same formula, charge and spin**: 46.32 kcal per mole
**LUMO (alpha / beta)**: -0.1555 / -0.2529 Eh

Geometry as ORCA input:
```
! wB97M-V def2-TZVPD RIJCOSX def2/J DEFGRID3
* xyz 1 3
C -1.34941 0.74705 -3.26996
C -2.13996 0.83588 -2.12542
C 0.00694 0.88321 -3.11136
C -1.57711 0.87757 -0.78123
C 0.57424 1.02677 -1.86722
C -0.18379 1.00232 -0.76072
C -0.44428 2.27530 1.18202
C 1.06081 0.03320 2.67563
C 0.88373 -1.42910 0.61227
C 0.25423 -0.28817 1.49095
N 0.39686 1.20032 0.56319
O -1.42747 1.96033 1.76821
F 1.72345 1.49616 0.49671
Cl 0.24811 3.80685 0.96439
H -1.91884 0.88828 -4.15799
H -3.14554 0.69414 -2.20885
H 0.52273 0.79962 -4.02939
H -2.25973 0.89214 0.05510
H 1.62561 1.17167 -1.86245
H 0.75549 0.99328 2.97166
H 0.79682 -0.66215 3.57751
H 2.11784 -0.11091 2.43577
H 1.02841 -2.30512 1.22595
H 1.81758 -0.92943 0.23714
H 0.24812 -1.75548 -0.16536
H -0.87237 -0.32936 1.55518
*
```

Record 2
Formula: C10H12F3P
Source: OMol25
Level of theory: the ωB97M-V functional and the def2-TZVPD basis

Output
**Molecular weight**: 220.174 g mol⁻¹
**Energy above the lowest of the compared OMol25 structures with the same formula, charge and spin**: 61.47 kcal per mole
**LUMO (alpha / beta)**: -0.0470 / -0.0374 Eh

Geometry as ORCA input:
```
! wB97M-V def2-TZVPD RIJCOSX def2/J DEFGRID3
* xyz 0 1
C 2.45463 2.06351 -2.83407
C 1.18917 2.43780 -2.51040
C 2.70345 1.23424 -0.54629
C 3.14241 1.41522 -1.84970
C 0.65751 2.19551 -1.22185
C 1.41364 1.58443 -0.25226
C -3.28125 -2.07164 0.14860
C -1.97283 -2.22742 0.93997
C -1.47553 -0.80153 1.30783
C -0.25132 -0.85608 2.14267
F 4.47685 1.08477 -2.13244
F -0.62889 2.55591 -1.00519
F 1.82397 0.48245 3.08351
P 0.29338 0.85068 2.49258
H 2.88473 2.03812 -3.81184
H 0.67889 2.69772 -3.38991
H 3.32898 0.76314 0.17093
H -3.71555 -3.17935 -0.11063
H -4.14507 -1.62676 0.81048
H -3.12513 -1.55983 -0.76270
H -1.21617 -2.83089 0.55603
H -2.10230 -2.80596 1.98823
H -1.17820 -0.27303 0.33358
H -2.23671 -0.26312 1.92806
H -0.39398 -1.54533 3.00133
H 0.67532 -1.36256 1.52349
*
```

Record 3
Formula: C10H12I2N4PdS
Source: OMol25
Level of theory: the ωB97M-V functional and the def2-TZVPD basis

Output
**Molecular weight**: 580.529 g mol⁻¹
**LUMO**: -0.2984 Eh

Geometry as ORCA input:
```
! wB97M-V def2-TZVPD RIJCOSX def2/J DEFGRID3
* xyz 2 1
Pd 1.79272 0.78556 -0.09983
I 4.29804 1.66478 -0.30819
C 3.51055 3.63816 -0.33958
I 1.40461 3.40706 -0.20639
H 3.76462 4.10803 -1.28256
H 3.87326 4.18563 0.52242
N -5.13159 0.52574 0.96007
C -4.46641 0.20626 -0.15873
S -5.19536 -0.26522 -1.54260
C -2.96172 0.30573 -0.07228
C -2.19783 -0.01373 -1.19396
C -0.82598 0.05415 -1.14044
N -0.17518 0.42479 -0.02116
C -0.89037 0.74472 1.06937
C -2.26922 0.69320 1.07499
H -6.13815 0.46477 0.94120
H -4.70241 0.81757 1.81820
H -2.69755 -0.31568 -2.10467
H -0.21753 -0.19163 -2.00121
H -0.33612 1.01698 1.95760
H -2.76331 0.96110 1.99683
N 3.26931 -3.08266 0.17279
C 1.97310 -3.41931 -0.11365
C 1.30359 -2.24802 -0.24072
N 2.18959 -1.20138 -0.03840
C 3.36928 -1.75399 0.21455
H 4.02848 -3.72844 0.33403
H 1.64364 -4.43970 -0.19584
H 0.26043 -2.10172 -0.44619
H 4.28750 -1.24275 0.44437
*
```

Record 4
Formula: C10H12InN2O5S
Source: OMol25
Level of theory: the ωB97M-V functional and the def2-TZVPD basis

Output
**Molecular weight**: 387.100 g mol⁻¹
**Energy above the lowest of the compared OMol25 structures with the same formula, charge and spin**: 0.00 kcal per mole
**LUMO**: -0.5006 Eh

Geometry as ORCA input:
```
! wB97M-V def2-TZVPD RIJCOSX def2/J DEFGRID3
* xyz 3 1
O 2.78901 -6.50085 -2.25397
C 2.37971 -5.45884 -2.02916
In 0.55684 -1.66570 0.67243
O -0.92571 -2.09580 -2.64391
C -0.49903 -1.99815 -1.58784
C 2.55852 -2.98287 1.54191
O 3.36213 -3.74549 1.82012
C 2.35242 -1.28935 -1.11571
O 3.06972 -1.06755 -1.97557
C -0.42406 -4.00824 0.90334
O -0.64392 -5.13001 0.93160
C -2.68115 0.04743 0.34401
N -1.83373 1.23073 0.21593
C -2.31030 2.24614 -0.70453
C -0.63804 1.28879 0.82784
S -0.29665 0.17519 2.13084
N 0.36268 2.11029 0.35906
C 0.20012 3.56306 0.34901
C 1.74717 1.74712 0.68594
H -3.63483 0.25878 -0.15259
H -2.84529 -0.19915 1.39874
H -2.21554 -0.80996 -0.16217
H -2.56508 3.16929 -0.17416
H -1.57032 2.45241 -1.48421
H -3.21322 1.84147 -1.17083
H 0.27546 3.98468 1.36357
H 1.02773 3.97146 -0.24391
H -0.73327 3.87335 -0.11798
H 1.93500 1.78426 1.76735
H 2.00014 0.74582 0.31677
H 2.41349 2.46167 0.18805
*
```

| no. | electronic energy (hartree) |
| --- | --- |
| 1 | -1077.76310 |
| 2 | -1029.04898 |
| 3 | -1728.19395 |
| 4 | -1461.05800 |